# C16H19F3N3O3Pt

C16H19F3N3O3Pt as an isolated structure (the ωB97M-V functional and the def2-TZVPD basis, the OMol25 dataset).

Output
HOMO-LUMO gap: 6.64 eV
Charge: -1
Maximum force: 0.7 eV/Å
ΔE to the lowest compared entry with this formula, charge and spin: 0.702 eV

Element x y z (Å)
Pt -0.79444 -1.13653 -1.51530
C -4.92382 -0.17673 -1.28499
C -3.42726 0.00244 -1.43323
O -2.80059 -1.07016 -1.74661
C -2.91395 1.28409 -1.31390
C -1.55733 1.70290 -1.40474
C -1.22112 3.16305 -1.27436
N -0.59183 0.85052 -1.54909
N 0.71642 1.30331 -1.48510
C 1.53834 0.30440 -1.40098
O 1.19853 -0.94818 -1.31578
C 2.98967 0.60250 -1.33339
C 3.90032 -0.44934 -1.29203
C 5.26327 -0.20190 -1.20636
C 5.73683 1.10119 -1.15383
C 4.83024 2.15387 -1.19106
C 3.46937 1.90859 -1.28191
H -5.15494 -1.23823 -1.22097
H -5.44449 0.23772 -2.15136
H -5.29335 0.33152 -0.39378
H -3.64173 2.06645 -1.13589
H -2.12957 3.76142 -1.21162
H -0.61732 3.49335 -2.11880
H -0.61952 3.32143 -0.37807
H 3.50862 -1.45729 -1.33074
H 5.95959 -1.03165 -1.17422
H 6.80026 1.29783 -1.09203
H 5.19070 3.17491 -1.14129
H 2.75527 2.72061 -1.30821
C -1.47278 -1.76157 4.57878
N -0.82004 -1.08695 3.47337
C 0.39140 -0.30643 3.65305
C -1.36410 -1.12382 2.22775
O -0.91948 -0.52287 1.27969
H -0.94914 -1.52476 5.50161
H -1.47074 -2.84714 4.45218
H -2.50992 -1.43550 4.68658
H 0.63260 -0.25230 4.71262
H 0.25418 0.70006 3.25567
H 1.22625 -0.75360 3.11017
H -2.25471 -1.77328 2.16580
F -1.78535 -3.79971 -2.14203
C -0.85259 -3.15542 -1.36454
F 0.31623 -3.80942 -1.66379
F -1.14798 -3.61935 -0.08722

Atoms 1-3, force components in eV/Å:
Pt -0.059 -0.455 -0.561
C -0.043 -0.038 -0.097
C 0.049 0.315 -0.463

---

# C3H6INO

One molecule with the formula C3H6INO at a distorted geometry (the ωB97M-V functional and the def2-TZVPD basis, the OMol25 dataset).

Output
HOMO-LUMO gap (spin up / spin down): 7.13 / 7.13 eV
Charge: 0
Maximum force: 3.5 eV/Å
ΔE to the lowest compared entry with this formula, charge and spin: 4.905 eV

Element x y z (Å)
C -0.53041 -0.53182 -0.04557
C 0.70886 -0.21936 -1.00062
C -0.92854 0.72714 0.65409
N 1.61582 0.50125 -0.20860
O 0.07436 1.43151 1.17874
I 2.39341 -0.37142 1.40551
H -1.38842 -0.98929 -0.65704
H -0.29731 -1.28908 0.66524
H 1.15735 -1.03747 -1.49449
H 0.34635 0.27472 -1.94454
H -1.62637 1.26828 0.02565
H -1.52512 0.23554 1.42164

Atoms 1-3, force components in eV/Å:
C -0.619 -1.804 -2.888
C -2.215 0.996 0.777
C -1.011 -0.094 -0.251

---

# C3H3F7P

A 2-piece molecular cluster, C3H3F7P overall at a distorted geometry (the ωB97M-V functional and the def2-TZVPD basis, the OMol25 dataset).

Output
HOMO-LUMO gap: 5.81 eV
Charge: +1
Maximum force: 3.8 eV/Å
ΔE to the lowest compared entry with this formula, charge and spin: 3.013 eV

Element x y z (Å)
C -0.31194 -1.02695 -2.21894
C -0.98880 -0.03533 -1.46787
C 1.32890 0.62354 0.97793
F -0.62173 1.19786 -1.31032
F -2.05018 -0.25766 -0.78680
F 2.51032 1.12990 1.01632
F 1.32240 -0.61209 0.42114
F -1.06484 0.10079 1.79964
F -0.10215 -0.08118 3.80810
F -0.12047 1.98759 2.64400
P 0.27413 0.54540 2.42554
H 0.59444 -1.26018 -1.65493
H 0.26737 -0.58417 -3.05504
H -1.03746 -1.72754 -2.59876

Atoms 1-3, force components in eV/Å:
C 0.668 1.144 -1.473
C -1.121 2.912 2.098
C -1.952 0.292 0.312